The following is a quantum chemistry calculation of a molecular structure, C57H57BF4LuO3P4Si, from OMol25.

```
! wB97M-V def2-TZVPD RIJCOSX def2/J DEFGRID3
* xyz 1 1
Lu -1.06675 -0.37082 -0.77996
C 0.44000 1.78728 6.17930
C -0.23613 0.61528 5.87115
C -0.77226 0.43841 4.60793
C -0.63776 1.42219 3.62800
C 0.03336 2.59641 3.94775
C 0.56596 2.77623 5.21753
P -1.50803 1.12315 2.03100
C -3.21782 1.04346 2.72691
C -3.57738 1.57423 3.96704
C -4.85760 1.39236 4.46709
C -5.80345 0.68304 3.74095
C -5.46518 0.16449 2.50127
C -4.18108 0.33655 2.00721
C -1.34534 2.80825 1.30097
C -2.17240 3.84524 1.72538
C -1.97530 5.13724 1.25973
C -0.94393 5.39433 0.36971
C -0.11828 4.36297 -0.05562
C -0.28337 3.05443 0.40215
Si 0.71058 1.51580 -0.17822
C 1.91993 1.97682 -1.60851
C 2.68124 3.14904 -1.57056
C 3.47512 3.55409 -2.63054
C 3.51182 2.78766 -3.78528
C 2.78861 1.60801 -3.84669
C 2.01000 1.17754 -2.77007
P 1.19029 -0.48725 -2.83555
C 2.64658 -1.60281 -2.91145
C 2.38086 -2.94556 -3.20040
C 3.41277 -3.84259 -3.41299
C 4.72923 -3.40377 -3.36688
C 4.99894 -2.07462 -3.09116
C 3.96763 -1.18034 -2.83921
C 0.70531 -0.75141 -4.60122
C 1.62858 -0.94640 -5.62906
C 1.20065 -1.16333 -6.92950
C -0.15362 -1.23307 -7.22414
C -1.08124 -1.10905 -6.20226
C -0.65166 -0.87188 -4.90479
C 1.84049 1.20009 1.34238
C 2.58227 2.25663 1.87451
C 3.43179 2.08156 2.95152
C 3.56781 0.82259 3.51955
C 2.84990 -0.24271 3.00781
C 1.96648 -0.06284 1.93960
P 1.11082 -1.49892 1.18238
C 0.28891 -2.46455 2.52297
C 0.48409 -2.28923 3.88874
C -0.17720 -3.09586 4.80534
C -1.04795 -4.08546 4.37949
C -1.25033 -4.27456 3.01897
C -0.59002 -3.46933 2.10259
C 2.59498 -2.58180 0.98773
C 2.50226 -3.96656 1.12591
C 3.64142 -4.75671 1.10868
C 4.88977 -4.17492 0.96577
C 4.98919 -2.80242 0.79835
C 3.85173 -2.01295 0.77983
H 0.85315 1.93566 7.16861
H -0.36019 -0.15462 6.62330
H -1.33349 -0.45985 4.38296
H 0.12993 3.38795 3.21809
H 1.07617 3.70141 5.45437
H -2.85834 2.13209 4.55206
H -5.11599 1.80334 5.43447
H -6.79815 0.53303 4.13966
H -6.20137 -0.37756 1.92021
H -3.91668 -0.08380 1.04866
H -2.96955 3.64861 2.43211
H -2.62227 5.93684 1.59740
H -0.78614 6.40099 0.00231
H 0.67456 4.58490 -0.76088
H 2.66171 3.76304 -0.67724
H 4.05688 4.46443 -2.56140
H 4.11131 3.09618 -4.63195
H 2.84154 1.01856 -4.74937
H 1.35393 -3.27214 -3.33580
H 3.19131 -4.87641 -3.64596
H 5.53915 -4.09696 -3.55268
H 6.02437 -1.72765 -3.07171
H 4.19546 -0.14271 -2.62958
H 2.69051 -0.96571 -5.41861
H 1.93281 -1.29392 -7.71599
H -0.48145 -1.41209 -8.23951
H -2.13891 -1.21336 -6.40818
H -1.38338 -0.83154 -4.10966
H 2.48292 3.24444 1.43618
H 3.99120 2.92074 3.34626
H 4.24633 0.66725 4.34875
H 3.02517 -1.23268 3.41026
H 1.13760 -1.51329 4.25511
H -0.00643 -2.94562 5.86439
H -1.56391 -4.70680 5.09954
H -1.92195 -5.05017 2.67217
H -0.75536 -3.62516 1.04447
H 1.54119 -4.43466 1.29786
H 3.55292 -5.82782 1.23866
H 5.78144 -4.78839 0.98388
H 5.96176 -2.34029 0.68642
H 3.94668 -0.94229 0.65267
O -0.95023 1.29179 -2.96160
H -1.31683 1.28353 -3.85273
H -0.24837 1.95847 -2.96002
O -0.33988 -2.77212 -1.20233
H 0.56997 -3.09440 -1.24895
H -0.84218 -3.27514 -1.86936
O -2.48238 -1.79588 0.53535
H -3.00167 -2.41734 -0.01316
H -2.57665 -2.08621 1.44977
F -2.06396 -3.31309 -3.19905
B -3.12624 -2.57951 -2.69398
F -3.61618 -3.15865 -1.51751
F -4.07767 -2.25599 -3.59256
F -2.49984 -1.25666 -2.20692
C -4.74376 2.29021 -0.27146
P -3.29293 1.73246 -1.26068
C -4.23995 1.04891 -2.68687
C -2.81237 3.39832 -1.90809
H -5.30936 3.01726 -0.85487
H -4.40805 2.75478 0.65420
H -5.39398 1.45324 -0.02546
H -4.94963 1.79007 -3.05424
H -4.78637 0.16408 -2.35987
H -3.58089 0.74343 -3.49773
H -3.34158 3.60154 -2.83891
H -1.74399 3.47807 -2.07438
H -3.08679 4.15117 -1.17006
*
```

As for the largest force on an atom: 1.6 eV/Å. The value obtained for the calculated total energy is -156383.33200 eV. The value obtained for the LUMO energy is -1.88 eV. The orbital gap is 0.2895 Ha.